Version one
This record from OMol25 describes a 12-piece molecular cluster, C12H48N24O12 overall. The level of theory is the ωB97M-V functional and the def2-TZVPD basis.

The LUMO energy comes out at -0.06 eV. As for the HOMO energy: -0.3141 hartree. As for the SMILES: NC(N)=O.NC(N)=O.NC(N)=O.NC(N)=O.NC(N)=O.NC(N)=O.NC(N)=O.NC(N)=O.NC(N)=O.NC(N)=O.NC(N)=O.NC(N)=O. The calculation puts the HOMO-LUMO gap at 8.5 eV. As for the total charge: 0. Its multiplicity is 1.

Geometry (Å):
N 2.338 1.431 -4.312
C 2.514 0.108 -4.013
N 3.754 -0.241 -3.586
O 1.575 -0.689 -4.060
H 3.104 2.072 -4.352
H 1.378 1.690 -4.443
H 4.440 0.483 -3.477
H 4.085 -1.151 -3.329
N 7.113 0.583 1.828
C 5.867 0.851 1.318
N 5.257 -0.192 0.690
O 5.394 2.000 1.347
H 7.696 1.342 2.126
H 7.589 -0.288 1.684
H 5.702 -1.088 0.646
H 4.261 -0.107 0.500
N -1.527 -0.951 2.410
C -1.827 -2.214 1.961
N -2.587 -2.934 2.840
O -1.550 -2.626 0.815
H -0.899 -0.337 1.918
H -1.807 -0.733 3.354
H -2.961 -3.780 2.448
H -2.930 -2.514 3.681
N 0.672 -3.055 -0.859
C 1.636 -3.915 -0.449
N 1.836 -3.903 0.926
O 2.491 -4.434 -1.174
H 0.040 -2.643 -0.173
H 0.435 -2.926 -1.839
H 1.064 -3.591 1.492
H 2.413 -4.639 1.292
N 0.948 -0.144 5.917
C 1.918 -0.677 5.129
N 1.459 -0.915 3.847
O 3.048 -0.878 5.560
H 1.043 0.000 6.901
H 0.080 0.101 5.478
H 2.125 -1.234 3.162
H 0.714 -0.322 3.533
N -4.172 3.678 -5.753
C -4.346 2.906 -4.624
N -3.196 2.263 -4.215
O -5.403 2.869 -3.995
H -4.924 4.290 -6.007
H -3.338 3.718 -6.303
H -2.405 2.213 -4.826
H -3.264 1.652 -3.411
N 2.614 3.633 2.585
C 2.655 2.845 3.726
N 3.530 1.813 3.585
O 1.935 3.045 4.713
H 2.045 4.459 2.620
H 3.432 3.627 1.994
H 3.930 1.632 2.683
H 3.522 1.013 4.203
N 0.520 -5.330 -4.687
C 0.753 -3.984 -4.829
N 1.270 -3.400 -3.667
O 0.484 -3.337 -5.816
H 1.087 -5.890 -4.074
H -0.007 -5.879 -5.339
H 1.909 -4.038 -3.205
H 1.535 -2.424 -3.803
N -0.902 2.885 4.578
C -1.976 2.074 4.827
N -3.144 2.754 5.124
O -1.944 0.839 4.918
H -1.087 3.858 4.723
H 0.015 2.537 4.327
H -3.082 3.699 5.454
H -3.902 2.174 5.437
N -4.049 2.812 0.207
C -4.476 2.092 -0.897
N -5.837 2.146 -1.082
O -3.676 1.379 -1.511
H -3.113 2.827 0.553
H -4.786 3.228 0.743
H -6.179 1.368 -1.623
H -6.389 2.444 -0.300
N -3.248 -0.647 -1.632
C -2.706 -1.543 -2.533
N -2.074 -2.622 -1.980
O -2.732 -1.344 -3.752
H -3.778 0.133 -1.962
H -2.863 -0.684 -0.703
H -2.015 -2.716 -0.973
H -1.835 -3.395 -2.572
N -0.261 -0.024 -1.945
C 0.198 0.545 -0.804
N -0.743 1.282 -0.121
O 1.323 0.325 -0.340
H -1.199 0.114 -2.272
H 0.464 -0.564 -2.407
H -1.703 1.309 -0.429
H -0.370 1.802 0.655

***

Version two
This record from OMol25 describes a 12-piece molecular cluster, C12H48N24O12 overall. The level of theory is the ωB97M-V functional and the def2-TZVPD basis.

The LUMO energy comes out at 0.15 eV. As for the HOMO energy: -0.3395 hartree. As for the SMILES: NC(N)=O.NC(N)=O.NC(N)=O.NC(N)=O.NC(N)=O.NC(N)=O.NC(N)=O.NC(N)=O.NC(N)=O.NC(N)=O.NC(N)=O.NC(N)=O. The calculation puts the HOMO-LUMO gap at 9.4 eV. As for the total charge: 0. Its multiplicity is 1.

Geometry (Å):
N -13.947 -18.578 8.705
C -13.018 -18.517 9.724
N -13.428 -17.849 10.804
O -11.881 -19.073 9.702
H -13.534 -18.866 7.838
H -14.598 -17.756 8.566
H -14.417 -17.496 10.817
H -12.732 -17.350 11.324
N -12.966 -14.214 14.010
C -12.287 -14.217 12.791
N -12.355 -13.043 12.128
O -11.557 -15.139 12.405
H -12.984 -15.044 14.577
H -13.745 -13.562 14.271
H -12.131 -13.035 11.155
H -12.855 -12.296 12.609
N -12.771 -11.153 2.896
C -12.442 -11.213 4.185
N -11.313 -11.915 4.429
O -13.223 -10.815 5.082
H -13.602 -10.672 2.784
H -12.161 -11.144 2.103
H -10.866 -11.953 5.325
H -10.753 -12.208 3.668
N -9.588 -18.677 7.668
C -8.659 -18.164 8.508
N -9.076 -17.914 9.843
O -7.455 -17.875 8.200
H -10.451 -18.935 8.111
H -9.505 -18.820 6.695
H -9.806 -18.543 10.121
H -8.310 -18.019 10.540
N -6.819 -14.821 7.470
C -6.941 -13.828 6.514
N -7.445 -12.672 7.000
O -6.659 -14.042 5.311
H -7.359 -14.793 8.382
H -6.629 -15.724 7.167
H -7.367 -11.886 6.415
H -7.181 -12.540 7.963
N -14.621 -15.667 4.112
C -13.796 -15.458 3.064
N -12.694 -14.682 3.165
O -14.004 -16.094 2.035
H -15.196 -16.496 4.026
H -14.540 -15.268 5.054
H -11.991 -14.758 2.447
H -12.552 -14.064 3.938
N -9.141 -14.665 3.700
C -9.159 -13.592 2.834
N -8.122 -12.613 2.943
O -10.139 -13.447 2.060
H -9.740 -15.445 3.486
H -8.251 -14.868 4.214
H -7.304 -12.944 3.399
H -8.168 -11.981 2.143
N -15.646 -14.658 7.385
C -15.173 -15.291 8.518
N -14.121 -14.727 9.126
O -15.631 -16.340 8.976
H -16.164 -15.091 6.643
H -15.005 -14.040 6.915
H -13.663 -15.344 9.633
H -13.657 -13.954 8.695
N -9.591 -12.808 11.159
C -8.681 -13.728 10.837
N -8.911 -15.035 11.212
O -7.730 -13.465 10.050
H -9.749 -11.928 10.681
H -10.332 -12.976 11.838
H -8.168 -15.727 11.230
H -9.741 -15.284 11.843
N -11.582 -11.288 7.358
C -12.356 -11.708 8.380
N -13.658 -11.415 8.335
O -11.897 -12.309 9.314
H -12.002 -10.832 6.579
H -10.589 -11.144 7.477
H -13.918 -10.930 7.466
H -14.303 -11.463 9.047
N -10.434 -14.513 7.681
C -11.464 -14.866 6.908
N -11.306 -15.997 6.149
O -12.549 -14.271 6.829
H -9.785 -15.308 7.762
H -10.778 -14.145 8.584
H -12.084 -16.213 5.566
H -10.365 -16.469 6.125
N -6.588 -18.093 3.445
C -7.278 -17.900 4.680
N -6.912 -18.853 5.572
O -8.258 -17.195 4.875
H -5.638 -18.327 3.590
H -6.751 -17.325 2.796
H -7.063 -18.597 6.560
H -5.909 -18.995 5.511

***

version two wins, 42.0 kcal/mol ahead of the next structure.